(1)
2 unconnected molecules or ions with the total composition C2H3ClN2. Source: the OMol25 dataset; level of theory: ωB97M-V with the def2-TZVPD basis set.

Results
gap between HOMO and LUMO (spin up / spin down): 11.03 / 6.13 eV
ΔE to the lowest compared entry with this formula, charge and spin: 0.00 kcal/mol

```
! RIJCOSX wB97M-V def2-TZVPD def2/J DEFGRID3
* xyz 0 3
Cl 2.1780 0.6266 -1.2886
H -1.2636 -0.6072 -0.4426
C -0.8970 0.3816 -0.2584
N 0.2068 0.2666 0.5730
C 0.6172 -0.8712 1.0140
N 1.3771 -1.5856 1.5376
H -1.7528 1.0774 0.0772
H -0.4658 0.7119 -1.2122
*
```

These are the Mulliken partial charges, in e, on atoms 1 to 2: -0.034, 0.298

(2)
A molecular structure, C3H7NO. Source: the OMol25 dataset; level of theory: ωB97M-V with the def2-TZVPD basis set.

Results
gap between HOMO and LUMO: 10.80 eV
ΔE to the lowest compared entry with this formula, charge and spin: 90.59 kcal/mol

```
! RIJCOSX wB97M-V def2-TZVPD def2/J DEFGRID3
* xyz 0 1
H -2.3510 0.4804 -0.8206
C -0.1223 -0.3878 -0.4397
H 1.1048 -0.8150 2.1805
H 2.0493 0.6250 1.7502
O -0.1436 -1.3994 -1.0539
C 1.4905 -0.2213 1.3442
H -0.5190 1.0803 -0.0511
H -1.1413 0.8052 -2.1133
H 2.1738 -0.8419 0.7550
H -1.4979 2.0325 -0.9173
C -1.3918 0.9415 -1.0608
N 0.4068 0.3082 0.5250
*
```

These are the Mulliken partial charges, in e, on atoms 1 to 2: 0.282, 0.402

(3)
A molecular structure, C32H37CoN5O9SSb. Source: the OMol25 dataset; level of theory: ωB97M-V with the def2-TZVPD basis set.

Results
gap between HOMO and LUMO (spin up / spin down): 6.75 / 6.71 eV
ΔE to the lowest compared entry with this formula, charge and spin: 0.00 kcal/mol

```
! RIJCOSX wB97M-V def2-TZVPD def2/J DEFGRID3
* xyz 1 2
C 1.5425 -2.2833 -4.4353
C -2.7828 -2.6795 0.3417
H -4.8131 3.5499 -4.3040
H -1.4499 8.1837 0.1506
H -1.3954 -1.7086 1.6882
C -3.0514 0.7055 -3.8310
O 2.7251 -3.4874 -2.4801
H -0.8410 7.4091 -4.0106
H 5.5078 0.4602 -0.7001
O 0.3926 0.9024 2.3688
H -3.8148 -4.3585 1.2890
C -4.2554 -2.5705 2.3520
H -1.3182 5.7721 0.6142
H -2.9975 -0.3192 -4.1755
O 2.6919 -2.2133 0.3049
C -1.1535 7.9515 -1.9576
C 1.1361 1.7885 1.9979
O 4.4378 -1.9756 -1.0827
H -0.3194 -2.8115 -0.8176
C -1.5096 -1.8901 0.6204
H 1.6598 4.8984 -1.5835
O -0.4271 -0.0101 -0.3443
N -0.2683 -2.5388 0.1775
H -0.6901 5.0045 -3.5507
H 3.9820 -2.7335 -1.6191
C 3.0663 3.8957 -2.8329
C -0.9426 7.0492 -2.9956
H -1.4663 0.7393 3.3648
H -2.8608 -2.2939 4.5080
C 0.9869 2.9103 -2.0646
S 1.5205 -2.6767 -2.7247
N -2.4313 0.5685 3.0843
C -1.2850 7.4874 -0.6610
H -2.6026 -3.3026 -0.5367
C -1.2069 6.1220 -0.4074
Co 1.0620 -1.0986 0.1737
H -0.0538 -3.3929 0.6843
O 1.5671 -1.3788 -2.0150
H 4.2710 2.6793 -4.1316
H -2.6447 0.9872 2.1862
H 2.4254 -1.6853 -4.6419
H -3.5758 -1.9873 0.0614
N -3.8345 -1.1595 2.4500
C -3.9965 1.5693 -4.3651
N 2.4164 0.3202 0.5770
C 3.5577 -1.5314 -0.2620
H -4.5362 -2.9465 3.3377
C 2.4815 1.6728 -3.5081
C 3.3062 2.4957 0.8945
C 3.3643 2.7405 -3.5444
C 4.4563 2.1272 0.1973
O 0.2854 -3.3946 -2.4535
H 0.3868 3.1806 3.0405
C -0.8630 5.6935 -2.7316
C -1.5478 -0.4537 0.0836
H 2.7014 0.7727 -4.0678
C 1.8903 3.9737 -2.1023
H 5.2344 2.8551 0.0177
H -3.2551 4.3478 -2.5924
C -2.2181 2.4718 -2.4024
H -5.1782 -2.5349 1.7752
O -2.5924 0.1796 0.1873
H 3.7391 4.7435 -2.8656
C 3.5607 -0.0596 0.0196
C -3.2591 -3.4637 1.5738
H -4.0461 -0.5834 1.6461
N -2.4928 -1.3780 4.3194
C 4.6075 0.8149 -0.2220
Sb -0.8312 3.1371 -0.9258
H 1.5810 -3.2173 -4.9888
C -4.0688 2.8741 -3.9042
H -4.6752 1.2255 -5.1341
C -2.1776 1.1522 -2.8514
H -1.4708 0.4534 -2.4223
H 0.6362 -1.7335 -4.6746
C 2.3106 1.5522 1.0672
C -2.9253 -0.6641 3.2761
C -0.9964 5.2038 -1.4312
H -2.4233 -3.8198 2.1818
O 1.1492 3.0442 2.4559
C 1.3058 1.7562 -2.7730
H -1.8772 -0.9634 4.9975
H 0.6474 0.8992 -2.7457
H -1.2142 9.0117 -2.1637
H 3.1843 3.4913 1.2890
C -3.1836 3.3227 -2.9326
*
```

These are the Mulliken partial charges, in e, on atoms 1 to 2: -0.985, -1.324

(4)
A molecular structure, C3H14CdO8. Source: the OMol25 dataset; level of theory: ωB97M-V with the def2-TZVPD basis set.

Results
gap between HOMO and LUMO: 6.72 eV
ΔE to the lowest compared entry with this formula, charge and spin: 17.72 kcal/mol

```
! RIJCOSX wB97M-V def2-TZVPD def2/J DEFGRID3
* xyz 0 1
H 8.3932 6.3041 -24.3625
H 4.2406 7.7876 -22.7747
H 3.4155 4.1529 -17.7715
H 8.8826 5.8209 -22.8259
O 7.9118 5.7254 -19.6583
H 8.1400 4.8751 -20.0951
H 4.9570 8.8509 -22.3238
O 6.4132 5.2501 -22.0779
H 8.1918 4.5163 -23.9320
C 6.7399 5.8900 -23.2494
H 6.6007 6.9112 -23.1150
H 7.6063 9.3462 -21.2693
H 6.4323 8.8105 -19.0589
H 8.2847 8.0919 -21.0077
Cd 5.9109 6.6547 -20.5635
O 3.2255 4.9715 -18.3332
H 6.0188 5.6820 -24.0619
H 5.9367 7.9624 -17.8500
O 5.2798 4.8669 -19.3930
C 8.1699 5.6100 -23.5837
O 5.8177 8.0824 -18.8036
O 4.6133 8.0834 -21.9151
H 7.4610 5.4967 -18.8399
O 3.7973 6.2685 -20.0393
O 7.3956 8.3999 -21.1874
C 4.1114 5.3315 -19.2668
*
```

These are the Mulliken partial charges, in e, on atoms 1 to 2: 0.401, 0.286

(5)
2 unconnected molecules or ions with the total composition C28H53BF6NO11P2. Source: the OMol25 dataset; level of theory: ωB97M-V with the def2-TZVPD basis set.

Results
gap between HOMO and LUMO: 8.09 eV

```
! RIJCOSX wB97M-V def2-TZVPD def2/J DEFGRID3
* xyz 1 1
H 2.8727 -1.2930 -3.9523
H -3.7455 1.2344 -3.2753
F 2.9067 3.9479 3.4017
H -4.3799 -0.3871 5.8674
H -2.6890 -0.7218 -2.6366
C -2.2373 -0.3245 -3.5261
H -2.0991 1.1591 -1.5860
H 5.1786 -0.7558 0.6335
C 1.4407 1.7597 -3.8297
H -0.8685 1.0174 -4.1296
B -0.8848 -2.2886 -1.5077
C -2.6651 -2.5100 6.6047
C -4.0808 -2.1341 8.4430
H 1.0380 1.5680 -4.8072
C 1.4478 1.7214 0.4024
H 3.3964 2.3192 -4.6854
C -2.1279 -2.0765 -0.5512
H 0.1209 -0.0106 -5.8235
C 1.6006 -1.6674 -1.1980
C 1.6660 0.3786 -3.1724
O -3.1404 -1.5727 7.5517
F 0.9293 2.0604 3.0606
C -3.9324 -0.2421 4.8842
H -2.2036 -1.0843 -4.2887
H -0.5523 2.3028 6.2321
H 4.3917 -0.1515 -2.4488
O 2.3714 -0.5645 -0.9272
H 2.5784 -3.0561 -3.3845
H 4.3014 1.6289 -2.2656
P 1.4242 -2.2537 0.6240
H -0.2437 -1.8381 1.8651
F 1.0894 4.2460 4.4966
H 3.0003 3.0740 -3.1192
H 0.4140 1.4229 0.3070
C -0.9136 0.4116 -3.2555
H -2.6642 1.0997 3.8466
C 0.2752 -1.4991 -4.1364
C -1.2006 2.0762 5.3898
C -2.1205 -1.8033 5.3896
C -3.2008 1.0724 4.7920
O 2.7204 -2.0368 1.1976
F -0.3925 3.5470 2.3426
C 1.6316 4.2526 3.2817
H -2.0976 -2.7462 0.2911
H -1.8590 -3.0946 7.0666
H 1.0625 -2.2192 -4.0408
H -4.9433 -2.5384 7.8998
C -0.1865 -1.9214 -6.4842
C 0.9164 3.2249 2.4182
C 0.0640 -1.0437 -5.5512
H 1.5993 -4.2622 -1.7552
O -0.7915 -3.4713 -2.1451
P 2.4348 -3.1653 -1.9830
O 4.6889 1.4453 0.2254
C 0.2272 -1.1449 -1.7373
C 3.9643 0.6724 -1.9110
H 0.7073 2.3781 -3.3420
H -0.4330 1.4784 -1.3672
H -1.6592 -3.8620 -2.2649
O -2.3053 1.3092 5.8498
C 2.6179 2.6818 -4.0396
H 0.9891 3.8800 0.4107
H -0.5692 -1.6239 -7.4310
H -1.5347 -2.5260 4.8195
H 2.9235 2.4624 -0.8940
C 1.4850 3.1368 1.0083
O 0.3637 -1.3242 1.3242
H 2.2833 -0.1538 -5.1793
C 4.5602 0.5293 -0.5405
H 2.0178 1.1120 1.0688
H 0.2222 -3.9709 1.1727
C -3.2560 0.6880 -4.0585
H -0.6172 1.5121 4.6624
H 1.3297 2.5263 -1.4860
H -2.8384 1.3217 -4.8237
H 3.5656 0.2413 -4.1833
H 2.5401 3.3622 1.0572
H -1.3500 2.3832 -2.5094
H -0.5820 -2.1161 -3.9929
O 3.7335 -3.3896 -1.3747
H -2.1227 -1.0667 -0.1747
H -3.9270 1.8972 4.7966
H -3.6274 -2.9247 9.0506
F 1.4953 5.4619 2.7748
C 2.4065 0.5706 -1.8138
H -3.0406 -2.2301 -1.0993
H -0.0035 -2.9622 -6.3089
H -1.5510 3.0168 4.9489
H -4.4262 -1.3394 9.0995
O 1.0598 -3.7897 0.7092
O 4.9855 -0.6824 -0.3097
H -1.4519 -0.9898 5.6709
H -4.0250 0.1119 -4.5394
O -3.1330 -1.3504 4.4827
H -4.7489 -0.2134 4.1560
C -1.1993 1.3959 -2.1185
C 2.0381 1.8694 -1.0014
F 2.0766 3.7724 -4.6876
N 0.3153 -0.4496 -3.0822
C 2.6265 -0.2714 -4.1724
H -0.0031 -0.4364 -0.9703
H -3.4711 -3.1903 6.3025
*
```

These are the Mulliken partial charges, in e, on atoms 1 to 2: 0.255, 0.358

Max |F| values, unit eV/Å, following the record order: 2.2, 0.6, 1.0, 3.0, 2.4.